{
  "formula": "C44H77Cl53IO3P",
  "method": "ωB97M-V with the def2-TZVPD basis set",
  "species": ["C", "C", "C", "I", "C", "P", "C", "O", "C", "C", "C", "C", "C", "C", "C", "O", "C", "O", "C", "C", "C", "C", "C", "Cl", "H", "H", "H", "H", "H", "H", "H", "H", "H", "H", "H", "H", "H", "H", "H", "H", "H", "H", "H", "H", "H", "H", "H", "H", "H", "C", "Cl", "Cl", "H", "H", "C", "Cl", "Cl", "H", "H", "C", "Cl", "Cl", "H", "H", "C", "Cl", "Cl", "H", "H", "C", "Cl", "Cl", "H", "H", "C", "Cl", "Cl", "H", "H", "C", "Cl", "Cl", "H", "H", "C", "Cl", "Cl", "H", "H", "C", "Cl", "Cl", "H", "H", "C", "Cl", "Cl", "H", "H", "C", "Cl", "Cl", "H", "H", "C", "Cl", "Cl", "H", "H", "C", "Cl", "Cl", "H", "H", "C", "Cl", "Cl", "H", "H", "C", "Cl", "Cl", "H", "H", "C", "Cl", "Cl", "H", "H", "C", "Cl", "Cl", "H", "H", "C", "Cl", "Cl", "H", "H", "C", "Cl", "Cl", "H", "H", "C", "Cl", "Cl", "H", "H", "C", "Cl", "Cl", "H", "H", "C", "Cl", "Cl", "H", "H", "C", "Cl", "Cl", "H", "H", "C", "Cl", "Cl", "H", "H", "C", "Cl", "Cl", "H", "H", "C", "Cl", "Cl", "H", "H"],
  "coordinates": [[3.096, 3.016, 4.353], [2.487, 2.177, 3.118], [0.930, 2.013, 3.394], [0.137, 4.077, 3.443], [0.152, 1.087, 2.377], [-1.622, 0.748, 3.120], [-1.524, 0.449, 4.974], [-2.593, 2.155, 2.965], [-0.310, 1.689, 0.966], [0.762, 2.191, -0.081], [1.112, 1.379, -1.311], [2.117, 1.872, -2.338], [2.858, 3.180, -2.192], [2.490, 3.991, -0.978], [1.477, 3.511, 0.018], [-0.953, 0.496, 0.408], [-0.309, -0.692, 0.878], [-0.554, -1.756, 0.342], [0.738, -0.381, 2.087], [2.125, -0.456, 1.262], [0.404, -1.556, 3.092], [1.268, -2.873, 2.956], [0.423, -4.090, 2.350], [1.762, -3.406, 4.665], [2.544, 2.774, 5.316], [4.186, 2.735, 4.503], [3.105, 4.126, 4.147], [2.741, 2.771, 2.202], [2.980, 1.170, 3.185], [0.852, 1.678, 4.474], [-2.115, -0.497, 5.195], [-2.085, 1.270, 5.527], [-0.495, 0.279, 5.390], [-2.629, 2.587, 3.844], [-1.029, 2.566, 0.996], [0.643, 0.388, -1.550], [2.339, 1.253, -3.251], [3.618, 3.513, -2.938], [3.033, 4.983, -0.876], [1.267, 4.208, 0.866], [2.873, -0.923, 1.981], [1.986, -1.065, 0.331], [2.541, 0.553, 1.014], [-0.681, -1.884, 3.081], [0.574, -1.151, 4.141], [2.217, -2.813, 2.373], [-0.591, -4.117, 2.815], [0.401, -4.003, 1.228], [1.037, -5.017, 2.580], [-4.041, -4.107, 4.500], [-3.018, -3.428, 3.228], [-3.600, -3.467, 6.087], [-5.077, -3.853, 4.293], [-3.921, -5.187, 4.510], [5.829, 0.242, -1.350], [7.202, 0.009, -2.445], [4.711, 1.477, -1.956], [5.293, -0.700, -1.254], [6.203, 0.554, -0.377], [1.964, -2.200, -3.382], [1.132, -2.285, -1.835], [3.470, -1.327, -3.164], [2.174, -3.202, -3.750], [1.339, -1.670, -4.093], [-5.607, -1.133, 1.526], [-5.554, -2.815, 2.068], [-4.258, -0.190, 2.180], [-5.555, -1.107, 0.441], [-6.543, -0.693, 1.862], [-1.577, -1.236, -5.666], [-1.028, 0.104, -4.654], [-0.244, -2.336, -6.050], [-2.345, -1.788, -5.131], [-1.982, -0.842, -6.589], [-2.519, 3.493, -2.199], [-1.110, 3.309, -3.248], [-3.634, 4.720, -2.816], [-3.040, 2.540, -2.141], [-2.182, 3.791, -1.209], [-5.181, 0.850, -4.867], [-4.128, 0.263, -6.159], [-4.871, 0.008, -3.346], [-5.006, 1.914, -4.724], [-6.216, 0.681, -5.155], [-2.104, 7.150, 1.790], [-1.683, 8.653, 0.960], [-2.101, 5.778, 0.678], [-1.377, 6.966, 2.578], [-3.098, 7.251, 2.221], [-0.286, -6.425, -5.343], [0.276, -5.080, -4.343], [1.036, -7.528, -5.744], [-1.050, -6.974, -4.798], [-0.704, -6.027, -6.265], [6.854, 3.845, 6.625], [5.851, 2.514, 7.218], [5.940, 4.895, 5.539], [7.203, 4.428, 7.473], [7.702, 3.434, 6.084], [7.149, -0.234, 4.636], [7.909, 1.211, 3.960], [5.767, -0.749, 3.659], [7.881, -1.037, 4.663], [6.806, -0.012, 5.643], [11.321, -0.425, 3.455], [10.533, -0.513, 5.035], [12.859, 0.438, 3.551], [11.505, -1.435, 3.096], [10.664, 0.099, 2.764], [-6.404, 6.058, 2.390], [-5.744, 7.441, 3.274], [-5.136, 4.905, 1.961], [-7.139, 5.558, 3.016], [-6.877, 6.416, 1.479], [-4.767, 8.347, -2.545], [-6.251, 7.642, -1.886], [-5.093, 9.268, -4.017], [-4.331, 9.012, -1.803], [-4.069, 7.548, -2.779], [5.407, 6.741, 0.296], [5.562, 6.106, 1.937], [3.725, 6.702, -0.251], [5.759, 7.769, 0.281], [6.009, 6.134, -0.375], [-8.548, -0.920, -2.214], [-8.022, 0.423, -1.192], [-7.212, -2.026, -2.565], [-9.333, -1.469, -1.699], [-8.929, -0.522, -3.151], [8.573, -2.155, -5.526], [9.178, -0.809, -4.554], [9.874, -3.269, -5.962], [7.823, -2.695, -4.951], [8.127, -1.760, -6.435], [-4.988, 7.345, -7.053], [-3.971, 6.821, -8.400], [-4.604, 6.459, -5.575], [-4.824, 8.406, -6.880], [-6.030, 7.169, -7.309], [-3.536, -6.926, 8.316], [-1.942, -6.377, 8.846], [-3.634, -7.001, 6.552], [-3.720, -7.913, 8.721], [-4.288, -6.231, 8.680], [-8.062, -4.947, -0.134], [-7.892, -5.483, 1.541], [-9.764, -4.862, -0.612], [-7.618, -3.960, -0.235], [-7.549, -5.653, -0.784], [12.847, -0.927, -2.775], [13.894, -0.089, -3.926], [13.118, -0.350, -1.125], [11.809, -0.747, -3.046], [13.059, -1.992, -2.816], [-3.125, -10.891, 6.954], [-1.663, -9.911, 6.806], [-4.322, -10.108, 7.993], [-3.556, -11.033, 5.966], [-2.863, -11.854, 7.385], [-4.901, -2.270, -9.241], [-3.434, -1.634, -8.488], [-4.793, -2.217, -11.004], [-5.038, -3.302, -8.927], [-5.749, -1.670, -8.921], [4.362, -5.394, -2.340], [5.120, -3.893, -2.895], [3.087, -5.926, -3.453], [5.120, -6.171, -2.286], [3.932, -5.228, -1.356], [-0.803, 7.046, -3.718], [-0.754, 7.914, -5.257], [-1.860, 7.860, -2.556], [-1.179, 6.041, -3.892], [0.202, 6.999, -3.307], [-7.957, -8.496, -1.383], [-8.410, -9.786, -2.501], [-6.826, -7.361, -2.136], [-8.853, -7.955, -1.087], [-7.485, -8.936, -0.509]],
  "forces_ev_per_angstrom": [[0.73, -0.42, -0.35], [0.04, 1.04, 2.09], [1.70, -0.43, -0.90], [-0.12, -0.60, 0.24], [-0.33, 1.43, 1.98], [-0.88, -0.67, -0.19], [-0.47, 0.15, 0.69], [1.28, -0.83, 1.28], [1.13, -0.39, -0.97], [2.76, 0.74, -2.66], [1.51, 2.43, -0.26], [-1.09, 1.93, 1.87], [-4.04, -0.92, 2.74], [-0.71, -2.41, -1.36], [0.55, -1.12, -1.80], [1.31, -0.67, 0.39], [-0.67, 0.45, -0.88], [0.38, 2.02, 1.36], [-2.30, 0.00, -3.46], [0.39, 0.06, 1.77], [0.89, 0.27, 1.46], [-1.09, -1.02, -0.40], [1.57, 0.25, 0.15], [-0.07, 0.36, -0.75], [0.64, 0.45, -1.10], [-1.30, 0.22, -0.17], [-0.29, -1.24, 0.36], [-0.39, -1.08, 0.53], [-0.56, 0.87, -0.48], [-0.21, 0.24, -1.44], [0.70, 1.04, -0.51], [0.98, -0.82, -0.49], [-0.96, 0.45, -0.31], [0.07, 0.11, -0.77], [0.40, -1.47, 0.62], [0.38, 1.22, 0.51], [-0.47, 0.59, 1.26], [-0.95, -0.21, 0.77], [-1.41, -2.35, -0.02], [0.14, -0.82, -0.86], [-0.67, 0.41, -1.16], [0.36, 0.49, 1.01], [-0.68, -0.92, 0.08], [1.23, 0.70, -0.27], [-0.04, -0.55, -1.24], [-0.81, 0.32, 0.68], [0.98, -0.18, -0.53], [-0.33, 0.14, 1.14], [-1.04, 0.93, -0.17], [0.04, -0.16, 0.00], [0.77, -0.33, 0.53], [-0.06, 0.03, 0.05], [0.14, 0.12, 0.06], [0.13, 0.14, 0.06], [0.19, 0.10, 0.12], [-0.23, -0.12, 0.25], [1.58, -1.07, 0.77], [0.02, 0.10, -0.12], [-0.01, 0.06, -0.13], [-0.01, -0.14, -0.11], [-0.36, -0.38, -0.11], [0.08, 0.64, -0.42], [0.09, 0.05, 0.15], [0.08, 0.08, 0.15], [-0.21, 0.41, 0.01], [-1.19, 0.26, -0.77], [-0.55, -0.38, -0.36], [0.08, -0.10, 0.06], [0.09, -0.08, 0.02], [0.10, -0.09, 0.14], [0.01, -0.01, 0.04], [-0.13, 0.06, -0.29], [0.14, 0.03, 0.00], [0.34, -0.01, 0.09], [0.07, -0.24, 0.20], [-0.02, 0.04, 0.05], [-0.17, -0.06, 0.06], [0.04, 0.09, -0.11], [0.02, 0.06, -0.16], [-0.06, 0.32, 0.05], [-0.75, 0.40, 0.12], [0.29, 0.27, -0.02], [0.08, -0.12, 0.01], [0.13, -0.10, 0.01], [-0.07, -0.02, 0.20], [-0.02, 0.05, 0.10], [0.11, -0.03, -0.04], [0.03, 0.01, -0.17], [0.04, -0.03, -0.16], [-0.21, 0.05, -0.06], [-0.55, -0.19, -0.03], [-0.06, -0.07, -0.07], [0.17, 0.04, 0.03], [0.16, 0.01, 0.07], [0.25, 0.06, -0.01], [0.07, -0.10, 0.05], [0.11, 0.11, 0.00], [-0.18, -0.04, -0.05], [-0.18, -0.04, -0.02], [-0.02, -0.11, 0.20], [-0.12, 0.14, -0.03], [-0.05, -0.04, 0.03], [-0.06, 0.11, -0.14], [-0.05, 0.10, -0.16], [-0.03, -0.03, -0.24], [0.19, -0.20, 0.10], [-0.02, -0.03, -0.08], [0.05, 0.09, 0.14], [0.04, 0.05, 0.16], [-0.20, -0.14, -0.12], [-0.07, 0.07, 0.02], [-0.14, -0.04, 0.03], [0.16, 0.06, 0.03], [0.17, 0.03, 0.05], [-0.16, -0.16, -0.02], [-0.06, -0.03, 0.10], [0.02, 0.37, 0.15], [-0.14, 0.00, -0.07], [-0.56, 0.12, -0.04], [0.23, 0.09, -0.02], [0.07, -0.01, -0.02], [0.54, 1.38, 0.36], [-0.13, -0.08, 0.07], [-0.15, -0.04, 0.09], [-0.19, -0.05, -0.03], [-0.06, 0.02, 0.01], [-0.33, -0.30, 0.08], [0.16, 0.03, 0.03], [0.15, 0.00, 0.08], [-0.20, -0.07, -0.04], [0.26, -0.02, -0.29], [-0.05, -0.05, -0.03], [0.16, 0.05, 0.04], [0.16, 0.02, 0.08], [-0.12, 0.18, 0.04], [-0.04, 0.06, -0.05], [0.01, -0.29, -0.11], [0.11, -0.14, 0.04], [0.14, -0.10, 0.02], [-0.08, 0.27, 0.18], [-0.03, 0.00, 0.06], [-0.14, -0.07, 0.01], [0.18, 0.11, -0.12], [0.15, 0.06, -0.14], [0.28, 0.15, -0.05], [0.02, -0.11, 0.01], [-0.03, 0.02, -0.12], [-0.11, -0.03, 0.11], [-0.24, 0.24, 0.27], [-0.18, -0.11, -0.09], [-0.05, -0.06, -0.06], [-0.06, -0.06, 0.07], [0.16, 0.07, 0.04], [0.09, 0.14, 0.04], [0.14, -0.14, -0.18], [0.04, -0.16, -0.01], [-0.23, -0.47, 0.00], [0.00, 0.15, 0.11], [-0.01, 0.17, 0.07], [-0.20, -0.05, 0.04], [0.08, -0.33, -0.34], [-0.08, -0.03, 0.03], [0.14, 0.09, -0.07], [0.16, 0.05, -0.06], [0.17, -0.31, 0.03], [0.20, -0.46, 0.13], [0.50, 0.03, 0.37], [-0.06, 0.10, -0.08], [-0.06, 0.09, -0.17], [0.15, -0.17, -0.05], [0.04, -0.05, -0.03], [0.89, -0.06, 0.04], [-0.09, 0.15, 0.00], [-0.11, 0.12, -0.02], [-0.16, -0.08, 0.21], [-0.03, 0.01, 0.08], [0.17, -0.21, -0.18], [0.08, 0.00, -0.14], [0.05, 0.03, -0.17]],
  "orbital_gap_ha": 0.2885,
  "total_energy_ev": -734092.9542,
  "charge": 0
}